C16H22ClN3O3 | the ωB97M-V functional and the def2-TZVPD basis

Summary:
charge: 0
Kohn-Sham gap: 9.6 eV
SMILES string: COCCCNC(=O)CN1CCN(Cc2ccc(Cl)cc2)C1=O
relative energy (zero: lowest compared OMol25 entry of this formula, charge and spin): 23.6 kcal/mol
HOMO level: -8.88 eV

Geometry (Å):
1 C 3.73 -3.09 -4.52
2 O 2.73 -2.11 -4.45
3 C 2.55 -1.60 -3.15
4 C 1.46 -0.53 -3.19
5 H 1.75 0.23 -3.91
6 H 0.53 -0.99 -3.54
7 C 1.24 0.11 -1.82
8 N 0.74 -0.84 -0.85
9 C 1.50 -1.34 0.13
10 O 2.65 -1.03 0.34
11 C 0.73 -2.32 1.03
12 N -0.26 -1.63 1.83
13 C -1.41 -1.14 1.29
14 O -1.86 -1.43 0.19
15 N -1.99 -0.32 2.20
16 C -3.11 0.54 1.88
17 C -2.66 1.94 1.56
18 C -1.71 2.14 0.57
19 C -1.25 3.41 0.27
20 C -1.76 4.50 0.97
21 C -2.72 4.32 1.96
22 C -3.15 3.04 2.25
23 H -3.89 2.89 3.03
24 H -3.11 5.17 2.49
25 Cl -1.21 6.09 0.60
26 H -0.51 3.57 -0.50
27 H -1.32 1.29 0.02
28 H -3.81 0.54 2.72
29 H -3.59 0.09 1.01
30 C -1.13 -0.08 3.34
31 H -1.62 -0.42 4.26
32 C 0.13 -0.90 3.02
33 H 1.00 -0.26 2.81
34 H 0.39 -1.59 3.82
35 H -0.92 0.99 3.44
36 H 0.20 -3.06 0.41
37 H 1.43 -2.83 1.69
38 H -0.22 -1.16 -0.95
39 H 2.19 0.49 -1.43
40 H 0.53 0.94 -1.92
41 H 3.49 -1.16 -2.78
42 H 2.27 -2.41 -2.46
43 H 3.78 -3.41 -5.56
44 H 4.70 -2.70 -4.20
45 H 3.48 -3.95 -3.88

Atom charges from the natural (NBO) analysis, given in e for atoms 1 to 2: -0.24, -0.54

***

CHN5O | the ωB97M-V functional and the def2-TZVPD basis

Summary:
charge: -2
Kohn-Sham gap: 5.9 eV
relative energy (zero: lowest compared OMol25 entry of this formula, charge and spin): 10.1 kcal/mol
HOMO level: 2.46 eV

Geometry (Å):
1 C -0.09 0.02 -0.07
2 N -0.59 0.82 1.84
3 N -1.09 0.59 0.61
4 N 1.07 -0.16 0.79
5 N 0.64 0.40 1.94
6 N -0.14 -0.64 -1.28
7 O 1.06 -0.72 -2.02
8 H -0.85 -0.32 -1.82

Atom charges from the natural (NBO) analysis, given in e for atoms 1 to 2: 0.36, -0.26